{
  "formula": "C49H101Cl3F2O24P6",
  "method": "the ωB97M-V functional and the def2-TZVPD basis",
  "elements": ["C", "C", "O", "P", "O", "O", "C", "C", "O", "C", "C", "H", "H", "H", "H", "H", "H", "H", "H", "H", "H", "H", "H", "H", "H", "H", "C", "C", "O", "P", "O", "O", "C", "C", "O", "C", "C", "H", "H", "H", "H", "H", "H", "H", "H", "H", "H", "H", "H", "H", "H", "H", "C", "C", "O", "P", "O", "O", "C", "C", "O", "C", "C", "H", "H", "H", "H", "H", "H", "H", "H", "H", "H", "H", "H", "H", "H", "H", "C", "C", "O", "P", "O", "O", "C", "C", "O", "C", "C", "H", "H", "H", "H", "H", "H", "H", "H", "H", "H", "H", "H", "H", "H", "H", "C", "C", "O", "P", "O", "O", "C", "C", "O", "C", "C", "H", "H", "H", "H", "H", "H", "H", "H", "H", "H", "H", "H", "H", "H", "H", "C", "C", "O", "P", "O", "O", "C", "C", "O", "C", "C", "H", "H", "H", "H", "H", "H", "H", "H", "H", "H", "H", "H", "H", "H", "H", "C", "Cl", "Cl", "Cl", "H", "F", "C", "C", "C", "C", "C", "C", "H", "H", "H", "H", "H", "F", "C", "C", "C", "C", "C", "C", "H", "H", "H", "H", "H"],
  "positions_angstrom": [[-2.118, 1.565, -2.533], [-2.294, 0.298, -3.250], [-3.652, 0.314, -3.853], [-4.012, -0.708, -4.995], [-3.173, -0.591, -6.171], [-5.536, -0.447, -5.206], [-6.466, -0.634, -4.093], [-7.309, -1.892, -4.244], [-3.903, -2.134, -4.374], [-3.002, -3.134, -4.797], [-3.567, -3.973, -5.894], [-2.583, 2.452, -2.981], [-2.335, 1.534, -1.469], [-1.025, 1.685, -2.604], [-1.622, 0.188, -4.127], [-2.334, -0.622, -2.614], [-5.891, -0.720, -3.185], [-7.112, 0.248, -4.019], [-8.074, -1.857, -5.015], [-6.555, -2.612, -4.583], [-7.603, -2.258, -3.254], [-2.143, -2.602, -5.226], [-2.722, -3.754, -3.970], [-4.514, -4.503, -5.661], [-3.682, -3.362, -6.810], [-2.860, -4.755, -6.183], [3.401, -6.028, 3.958], [4.278, -5.223, 3.030], [3.948, -3.787, 3.034], [4.563, -2.826, 4.109], [5.880, -3.298, 4.619], [4.584, -1.431, 3.413], [3.485, -0.958, 2.659], [4.020, -0.184, 1.475], [3.463, -2.689, 5.243], [3.853, -1.974, 6.434], [2.755, -2.369, 7.391], [3.782, -7.070, 3.917], [3.496, -5.770, 5.014], [2.361, -5.935, 3.686], [5.267, -5.365, 3.423], [4.169, -5.579, 1.962], [2.904, -1.826, 2.393], [2.898, -0.304, 3.304], [4.830, 0.461, 1.828], [4.519, -0.926, 0.831], [3.338, 0.381, 0.857], [4.889, -2.141, 6.747], [3.845, -0.947, 6.098], [2.968, -1.771, 8.275], [1.840, -1.917, 6.964], [2.648, -3.385, 7.630], [6.351, 6.038, -2.905], [5.663, 6.785, -1.739], [5.699, 6.175, -0.453], [5.096, 4.713, -0.354], [4.123, 4.288, -1.340], [6.304, 3.752, -0.348], [7.503, 3.970, 0.372], [7.679, 2.754, 1.297], [4.523, 4.706, 1.082], [4.078, 3.373, 1.589], [4.140, 3.450, 3.123], [6.536, 6.577, -3.800], [7.293, 5.630, -2.537], [5.715, 5.206, -3.163], [6.077, 7.773, -1.631], [4.634, 6.948, -1.923], [8.364, 4.132, -0.355], [7.474, 4.856, 0.996], [8.613, 2.792, 1.849], [6.875, 2.768, 2.000], [7.470, 1.806, 0.694], [3.040, 3.215, 1.312], [4.739, 2.592, 1.214], [5.213, 3.269, 3.387], [3.745, 4.430, 3.474], [3.603, 2.582, 3.499], [1.613, -3.240, -6.955], [0.461, -3.976, -6.288], [1.015, -4.802, -5.255], [0.138, -5.197, -4.022], [-1.256, -5.518, -4.347], [1.025, -6.303, -3.328], [1.462, -7.403, -4.147], [1.446, -8.703, -3.372], [0.191, -3.993, -3.006], [1.465, -3.765, -2.321], [1.329, -4.278, -0.912], [2.019, -2.546, -6.202], [2.370, -3.973, -7.261], [1.282, -2.610, -7.815], [-0.178, -3.212, -5.909], [-0.190, -4.661, -6.882], [0.905, -7.545, -5.070], [2.473, -7.076, -4.443], [2.059, -9.474, -3.857], [1.915, -8.433, -2.430], [0.460, -9.127, -3.273], [2.256, -4.256, -2.965], [1.663, -2.706, -2.309], [1.145, -5.357, -1.122], [2.256, -4.255, -0.305], [0.527, -3.834, -0.365], [-7.685, 3.778, 2.837], [-6.177, 3.824, 2.901], [-5.767, 5.031, 2.200], [-5.153, 5.151, 0.751], [-5.576, 4.075, -0.136], [-3.634, 5.386, 0.803], [-2.552, 4.525, 0.624], [-1.996, 4.782, -0.747], [-5.628, 6.609, 0.449], [-6.982, 6.989, 0.239], [-6.850, 8.407, -0.301], [-8.236, 3.037, 3.476], [-7.969, 4.783, 3.205], [-7.952, 3.756, 1.790], [-5.743, 3.898, 3.873], [-5.679, 2.954, 2.376], [-1.816, 4.708, 1.426], [-2.891, 3.491, 0.705], [-2.777, 4.941, -1.478], [-1.405, 5.703, -0.609], [-1.234, 3.967, -0.932], [-7.514, 6.355, -0.473], [-7.379, 6.890, 1.248], [-6.274, 8.975, 0.427], [-6.333, 8.454, -1.300], [-7.839, 8.852, -0.540], [-5.778, 0.997, -0.784], [-5.745, -0.317, -0.074], [-4.450, -0.897, -0.104], [-3.472, -0.715, 1.078], [-2.835, 0.565, 1.337], [-4.255, -1.263, 2.270], [-3.556, -1.399, 3.557], [-4.540, -1.605, 4.708], [-2.416, -1.816, 0.639], [-2.759, -3.234, 0.496], [-2.614, -3.548, -0.985], [-6.683, 1.593, -0.677], [-4.904, 1.548, -0.431], [-5.550, 0.800, -1.811], [-6.144, -0.210, 0.951], [-6.430, -1.088, -0.533], [-2.926, -2.288, 3.404], [-2.986, -0.498, 3.643], [-3.992, -1.892, 5.620], [-5.094, -0.709, 4.928], [-5.277, -2.393, 4.461], [-1.995, -3.723, 1.141], [-3.763, -3.352, 0.871], [-3.186, -2.877, -1.589], [-1.570, -3.428, -1.214], [-2.905, -4.562, -1.170], [0.261, 0.529, 0.083], [1.489, 1.705, -0.295], [0.365, -0.088, 1.748], [0.458, -0.845, -1.081], [-0.696, 1.022, -0.120], [3.454, 1.219, 5.846], [2.114, 1.511, 6.136], [1.209, 1.315, 5.129], [-0.109, 1.705, 5.442], [-0.484, 2.111, 6.724], [0.497, 2.231, 7.687], [1.788, 2.002, 7.396], [1.488, 1.055, 4.152], [-0.867, 1.630, 4.710], [-1.525, 2.369, 6.928], [0.199, 2.398, 8.747], [2.550, 2.168, 8.127], [7.468, 0.467, -1.511], [6.227, 0.179, -1.949], [5.822, -1.124, -1.904], [4.504, -1.295, -2.294], [3.761, -0.248, -2.788], [4.242, 1.044, -2.834], [5.523, 1.263, -2.421], [6.521, -1.934, -1.680], [4.037, -2.297, -2.292], [2.789, -0.429, -3.234], [3.570, 1.876, -3.082], [5.912, 2.245, -2.274]],
  "atomic_forces_ev_per_a": [[1.743, 0.930, 0.622], [-2.093, -1.867, -1.521], [-0.037, 0.173, 0.703], [0.575, 0.423, -0.096], [0.475, 0.289, -1.196], [-1.195, 0.012, 0.321], [-0.576, 0.213, -0.199], [1.753, -0.496, -0.324], [-1.124, -0.377, 1.581], [0.779, 0.121, -1.116], [-0.567, -0.586, -1.387], [0.021, -0.494, -0.085], [-0.484, -0.113, 0.077], [-0.105, 0.600, 0.286], [-0.069, -0.028, 0.769], [0.693, 0.814, -0.333], [0.188, 0.065, 0.321], [0.442, 0.077, -0.184], [-0.257, 0.182, 0.331], [-0.325, -0.337, -0.038], [-0.526, 0.261, -0.312], [0.129, -0.330, 0.396], [0.137, 0.024, 0.621], [0.435, 0.545, 0.061], [-0.319, -0.158, 0.466], [0.092, 0.043, 0.328], [0.189, -0.497, 0.140], [-0.572, 0.089, -0.315], [-0.484, -1.049, -0.470], [2.104, -1.290, 1.297], [-1.209, 0.805, -0.492], [1.061, 0.351, -0.042], [-0.710, 0.854, -0.081], [1.301, -1.050, -0.226], [0.504, -0.872, -0.950], [-0.373, -0.421, -0.601], [0.163, 3.513, 0.032], [-0.577, 0.372, -0.252], [0.154, 0.447, -0.115], [-0.387, -0.337, -0.097], [0.819, 0.345, -0.433], [0.235, 0.613, 1.244], [-0.547, 0.004, -0.440], [-0.106, -0.119, 0.105], [-0.163, 0.126, 0.043], [-0.120, 0.320, -0.068], [-0.399, -0.040, 0.249], [-0.226, -0.737, -0.065], [-0.360, 0.539, 0.676], [-0.262, -0.249, 0.573], [0.130, -0.657, 0.295], [0.094, -1.337, 0.046], [-0.401, -1.024, 1.963], [0.418, 0.823, -1.194], [0.400, -0.599, 0.174], [-0.645, 0.627, -0.155], [-0.645, -0.123, -1.261], [1.196, -0.747, -0.542], [1.653, -0.544, 0.241], [-0.444, -0.646, -1.755], [-0.375, -0.864, 1.778], [-0.085, 1.366, 1.052], [1.210, -0.171, -0.902], [0.038, 1.028, -0.520], [0.166, 0.019, -0.113], [-0.099, -0.433, -0.176], [0.466, 0.283, 0.338], [-1.135, 0.070, -0.698], [-1.104, -0.470, 0.745], [-0.323, 0.374, -0.060], [0.181, -0.336, -0.196], [-0.513, 0.188, 0.732], [0.971, 1.106, 0.773], [0.114, 0.084, -0.534], [-0.207, 0.101, -0.210], [-0.878, 0.623, 0.286], [0.323, -0.911, -0.059], [-0.274, 0.169, 0.328], [-0.204, -0.064, -0.308], [-0.267, -0.429, -1.015], [0.809, 0.185, -0.114], [-1.466, 0.051, 0.348], [0.349, -0.275, -0.055], [-0.640, -0.303, -0.125], [1.043, -0.285, -0.743], [0.880, 0.465, -0.055], [0.673, 0.214, 0.497], [0.522, 0.101, -0.804], [1.241, -2.315, -0.688], [0.126, -0.331, -0.286], [-0.020, 0.436, -0.075], [0.147, -0.695, 0.565], [-0.691, 0.349, 0.761], [0.758, 0.699, -0.120], [-0.433, 0.530, -0.009], [-0.160, -0.645, 0.019], [-0.001, 0.367, -0.021], [-0.197, -0.575, 0.463], [-0.386, 0.167, 0.340], [-0.567, 0.493, 1.189], [-0.095, 0.438, -0.411], [-0.230, 0.527, 0.908], [-0.349, 0.362, -0.477], [-0.562, 0.363, 0.212], [-0.271, 0.901, 1.052], [1.020, -1.131, -1.919], [0.017, -0.254, 1.125], [-1.209, -0.151, 0.064], [-0.244, -0.668, -0.513], [0.029, 1.670, 1.174], [0.099, -1.421, -0.103], [2.303, -0.021, 1.001], [1.153, -0.119, -0.979], [0.471, 0.528, -0.080], [-0.703, 0.177, -0.971], [0.843, 0.408, -0.784], [-0.286, -0.434, -0.107], [-0.372, -0.387, -0.196], [0.013, 0.075, 0.786], [-0.650, 0.707, 0.552], [-0.319, 0.007, -0.371], [-0.050, -0.147, 0.134], [0.045, -0.420, -0.278], [-0.227, -0.126, -0.677], [-1.006, 0.817, -0.451], [0.201, -0.294, 0.131], [-0.892, 0.441, -0.173], [-0.213, 0.334, -0.163], [-0.163, -0.460, 1.099], [0.454, -0.093, 0.649], [1.049, 0.055, -0.038], [-2.519, -0.876, 0.229], [-0.978, 0.263, -0.767], [2.250, -0.880, -1.387], [0.374, 1.123, -0.155], [-1.538, -1.015, 2.426], [-0.711, -0.869, -0.560], [0.127, -0.555, -0.463], [0.339, 0.192, 0.631], [0.843, 1.200, -0.205], [0.442, -0.191, 1.333], [0.094, -0.192, 0.120], [-0.319, 0.456, 0.171], [-0.132, 0.182, -0.826], [0.562, -0.111, -0.118], [0.694, 0.758, 0.218], [0.088, 0.396, 0.408], [0.617, 0.382, 0.423], [-0.143, 0.036, -0.399], [-0.170, 0.435, 0.004], [0.483, 0.267, 0.126], [-0.763, -0.136, -0.521], [-0.317, -0.428, 0.202], [-0.526, 0.440, -0.311], [0.379, -0.024, -0.439], [-0.152, -0.672, -0.294], [-0.247, -0.597, -0.526], [0.260, 0.523, 0.033], [-0.100, 0.338, -0.503], [-0.372, 0.487, 0.530], [0.115, -0.600, 0.475], [-1.367, 0.498, 0.481], [1.715, -0.146, -0.312], [-1.333, 1.309, 1.532], [0.441, -0.355, 0.697], [-0.175, -0.047, -0.994], [-2.032, 0.171, 1.890], [1.835, -0.736, -0.786], [0.335, -0.506, -1.015], [-0.595, -0.063, -0.862], [0.343, -0.195, 0.002], [0.327, 0.336, -0.954], [0.438, -0.141, 0.250], [0.755, -0.066, 0.234], [1.263, 0.621, -0.038], [-0.287, -0.171, -0.184], [-0.474, -1.538, -0.476], [-0.976, -0.133, -0.548], [-0.870, 0.498, -0.049], [-0.159, -0.041, 0.805], [-0.424, 0.355, 0.269], [0.457, 0.562, -0.008], [-0.137, -0.147, 0.399], [0.477, -0.357, -0.160], [0.335, 0.429, -0.172]],
  "mulliken_charge": [-0.72, 0.17, 0.03, 0.25, -0.82, -0.42, 0.52, -1.01, 0.34, 0.35, -1.54, 0.34, -0.15, 0.32, 0.54, -0.25, -0.52, 0.45, 0.33, 0.11, 0.31, 0.06, 0.14, 0.31, 0.34, 0.37, -1.11, -0.32, -0.04, 0.33, -0.87, -0.08, 0.61, -0.13, -0.07, 0.02, -1.24, 0.39, 0.27, 0.29, 0.36, 0.27, 0.66, -0.75, -0.02, 0.05, -0.03, 0.39, 0.01, 0.38, 0.27, 0.37, -0.93, -0.44, -0.42, 0.82, -0.64, 0.19, -0.42, -0.45, -0.53, 0.71, -1.15, 0.43, 0.22, 0.22, 0.37, 0.36, 0.29, 0.35, 0.47, -0.16, 0.01, -0.03, -0.01, 0.26, 0.36, 0.08, -1.21, 0.22, -0.17, -0.27, -0.76, -0.06, -0.26, -1.31, 0.88, 0.41, -0.77, 0.20, 0.33, 0.38, -0.06, 0.29, 0.37, 0.29, 0.39, 0.30, 0.31, 0.52, -0.46, 0.30, 0.31, -0.05, -1.09, 0.28, -0.39, 0.94, -0.57, -0.36, 0.33, -1.01, -0.36, -0.10, -1.22, 0.37, 0.27, 0.26, 0.34, -0.16, 0.31, -0.15, 0.31, 0.37, 0.16, 0.26, 0.26, 0.31, 0.29, 0.38, 0.12, -0.44, -0.43, 1.13, -0.87, -0.35, 0.01, -1.39, 0.44, -0.92, -0.13, 0.46, -0.30, -0.33, 0.39, 0.28, 0.19, 0.22, 0.38, 0.35, 0.33, 0.34, 0.45, -0.22, -0.16, 0.56, 0.23, 0.14, -0.01, 0.19, -0.60, -0.41, 0.57, 0.42, -0.68, -0.78, -0.14, -0.83, -0.01, 0.65, 0.40, 0.30, 0.47, -0.42, 0.49, -0.95, 0.09, -0.48, -0.63, -0.16, 0.46, 0.13, 0.57, 0.37, 0.51],
  "spin_multiplicity": 1,
  "smiles": "CCOP(=O)(OCC)OCC.CCOP(=O)(OCC)OCC.CCOP(=O)(OCC)OCC.CCOP(=O)(OCC)OCC.CCOP(=O)(OCC)OCC.CCOP(=O)(OCC)OCC.ClC(Cl)Cl.Fc1ccccc1.Fc1ccccc1",
  "total_energy_ev": -200341.5555
}